Version 1
C4H15N3O | ωB97M-V/def2-TZVPD

Structure (ORCA input):
```
! wB97M-V def2-TZVPD RIJCOSX def2/J DEFGRID3
* xyz -1 2
C 1.52 -1.28 0.79
H 0.80 2.03 -2.14
N 1.31 0.57 -0.81
H -2.54 1.28 -0.33
H -0.10 2.84 -0.15
H 1.39 1.10 0.06
C 0.23 1.26 -1.61
C -0.71 2.10 -0.73
N 0.52 -1.08 1.84
H -0.44 0.62 -2.21
H 1.59 -1.44 -1.35
C 1.01 -0.88 -0.62
H 2.56 -1.02 1.00
H 0.94 -0.88 2.74
H -0.07 -1.03 -0.70
H -1.17 -2.16 0.59
N -1.61 1.32 0.10
H -1.44 2.55 -1.48
H -1.35 0.34 0.15
H 1.71 -2.40 0.77
H -0.05 -0.22 1.63
O -2.07 -1.86 0.74
H -2.05 -1.77 1.71
*
```

molar mass = 121.18 g/mol
expectation value of S² = 0.75
gap between HOMO and LUMO (spin up / spin down) = 2.545 / 9.031 eV

natural (NBO) charges in e:
1. C -0.56
2. H 0.18
3. N -0.66
4. H 0.35
5. H 0.17
6. H 0.35
7. C -0.26
8. C -0.28
9. N -1.09
10. H 0.19
11. H 0.18
12. C -0.27
13. H 0.18
14. H 0.31
15. H 0.17
16. H 0.47
17. N -0.88
18. H 0.17
19. H 0.37
20. H 0.16
21. H 0.33
22. O -1.04
23. H 0.46

---

Version 2
C4H15N3O | ωB97M-V/def2-TZVPD

Structure (ORCA input):
```
! wB97M-V def2-TZVPD RIJCOSX def2/J DEFGRID3
* xyz -1 2
C -0.26 0.26 -2.07
H 1.49 -0.49 -1.13
H 1.17 -0.85 0.93
O 0.38 2.21 0.96
H -0.43 0.28 -3.15
H 0.49 -2.32 -0.06
H -0.58 0.87 2.61
H 1.03 -1.44 -2.56
H -1.91 0.06 2.79
C 0.66 -0.96 -1.64
C -0.86 -0.67 1.34
C 0.30 -1.52 0.86
H 0.49 -2.18 1.72
H -1.77 -1.24 1.12
N -0.92 -0.09 2.70
H 1.50 2.64 0.67
H 0.78 1.46 -0.62
H 2.32 2.85 0.45
H -1.24 0.11 -1.59
H -0.29 2.22 -1.36
N -0.17 -1.87 -0.83
N 0.37 1.49 -1.60
H -1.01 0.16 0.65
*
```

molar mass = 121.18 g/mol
expectation value of S² = 0.76
gap between HOMO and LUMO (spin up / spin down) = 8.008 / 7.466 eV

natural (NBO) charges in e:
1. C -0.22
2. H 0.20
3. H 0.23
4. O -0.99
5. H 0.15
6. H 0.34
7. H 0.40
8. H 0.17
9. H 0.34
10. C -0.27
11. C -0.21
12. C -0.39
13. H 0.22
14. H 0.17
15. N -0.86
16. H 0.16
17. H 0.42
18. H -0.11
19. H 0.16
20. H 0.36
21. N -0.57
22. N -0.92
23. H 0.21

---

Stability, lowest: version 2

---

Version 1
CH4Br2Si | ωB97M-V/def2-TZVPD

Structure (ORCA input):
```
! wB97M-V def2-TZVPD RIJCOSX def2/J DEFGRID3
* xyz 0 1
H 2.72 -0.82 0.73
H 0.25 -0.03 0.08
Br -3.37 1.46 -0.23
H 1.74 1.27 0.52
Br -2.64 -1.53 -0.08
C -2.30 0.15 0.61
Si 1.69 -0.05 -0.08
H 1.91 -0.45 -1.54
*
```

molar mass = 203.94 g/mol
gap between HOMO and LUMO = 8.053 eV

natural (NBO) charges in e:
1. H -0.14
2. H -0.16
3. Br 0.10
4. H -0.15
5. Br 0.14
6. C -0.24
7. Si 0.59
8. H -0.14

---

Version 2
CH4Br2Si | ωB97M-V/def2-TZVPD

Structure (ORCA input):
```
! wB97M-V def2-TZVPD RIJCOSX def2/J DEFGRID3
* xyz 0 1
H -1.36 -1.82 0.53
H 2.48 3.27 1.04
C -1.23 -0.98 -0.21
H 2.26 3.17 0.26
H -1.40 -1.51 -1.08
Br -2.81 0.18 0.11
Br 1.54 -2.17 -0.20
Si 0.52 -0.14 -0.46
*
```

molar mass = 203.94 g/mol
gap between HOMO and LUMO = 8.235 eV

natural (NBO) charges in e:
1. H 0.26
2. H 0.00
3. C -1.02
4. H 0.00
5. H 0.23
6. Br -0.03
7. Br -0.41
8. Si 0.97

---

Stability, lowest: version 1

---

Version 1
C3H11N | ωB97M-V/def2-TZVPD

Structure (ORCA input):
```
! wB97M-V def2-TZVPD RIJCOSX def2/J DEFGRID3
* xyz 0 1
H 3.77 0.92 0.08
N -0.72 -1.21 0.50
C -2.47 0.59 0.02
H 0.25 -1.30 0.34
H -2.41 1.15 0.92
H -0.20 0.44 -0.48
H -0.54 -0.47 1.31
H -3.36 -0.08 0.24
H 2.01 0.33 -0.59
H -3.03 1.19 -0.77
H 2.76 -0.33 0.97
C -1.17 -0.21 -0.46
H 3.53 -0.73 -0.56
H -1.47 -0.31 -1.55
C 3.04 0.00 0.02
*
```

molar mass = 61.13 g/mol
SMILES = CCN.C
gap between HOMO and LUMO = 10.419 eV

natural (NBO) charges in e:
1. H 0.22
2. N -0.79
3. C -0.64
4. H 0.34
5. H 0.20
6. H 0.15
7. H 0.33
8. H 0.22
9. H 0.20
10. H 0.22
11. H 0.21
12. C -0.23
13. H 0.21
14. H 0.20
15. C -0.84

---

Version 2
C3H11N | ωB97M-V/def2-TZVPD

Structure (ORCA input):
```
! wB97M-V def2-TZVPD RIJCOSX def2/J DEFGRID3
* xyz 0 1
H 1.26 1.56 1.11
C -0.92 1.28 1.32
H -1.43 2.25 1.36
N -0.06 -1.03 -2.51
H 0.74 -0.65 -3.02
C 0.35 -2.01 -1.51
C 0.51 1.40 1.88
H -0.93 1.06 0.25
H 0.55 2.19 2.63
H -0.53 -2.58 -1.21
H -1.50 0.54 1.88
H 0.77 0.48 2.42
H 0.66 -1.54 -0.57
H 1.07 -2.69 -1.95
H -0.54 -0.25 -2.07
*
```

molar mass = 61.13 g/mol
SMILES = CC.CN
gap between HOMO and LUMO = 10.181 eV

natural (NBO) charges in e:
1. H 0.21
2. C -0.61
3. H 0.20
4. N -0.84
5. H 0.35
6. C -0.41
7. C -0.61
8. H 0.20
9. H 0.21
10. H 0.19
11. H 0.21
12. H 0.20
13. H 0.17
14. H 0.20
15. H 0.35

---

Stability, lowest: version 1

---

Version 1
C25H27N3O6S | ωB97M-V/def2-TZVPD

Structure (ORCA input):
```
! wB97M-V def2-TZVPD RIJCOSX def2/J DEFGRID3
* xyz 0 1
H -1.10 3.23 2.45
H -7.46 0.95 -1.14
C -6.38 0.80 -1.11
H 0.22 -5.27 1.33
C -1.18 -2.81 1.33
N 4.07 -0.51 -1.53
S -3.36 0.40 0.30
C 1.01 -4.62 1.70
O 1.41 -0.63 -2.04
C 3.84 1.49 -0.30
C 0.03 -2.63 0.64
H -4.54 -1.73 -2.02
H -6.59 -0.76 -2.59
H -1.50 3.18 -0.06
C -5.86 -0.01 -2.30
H 5.74 2.36 -2.18
H -5.88 0.46 1.01
C 1.60 2.33 0.05
O 0.87 2.82 2.30
H -1.31 -3.63 2.01
H 5.68 0.41 -0.61
H 5.87 0.82 -3.05
C 4.79 0.71 -1.19
C -5.95 -0.07 0.07
C 5.21 1.45 -2.45
C -0.43 2.70 1.77
H -0.78 0.19 -1.09
H 3.19 -3.57 0.80
H 4.34 1.71 -3.05
C 2.60 1.86 -0.80
H -0.23 4.37 0.41
C -2.20 -1.90 1.17
C -4.58 -0.67 -1.76
O 0.39 2.63 -0.51
C 1.85 2.45 1.42
H 0.80 -4.34 2.73
C 1.38 -1.35 -1.04
C -0.50 3.30 0.36
O -3.01 1.48 -0.59
C -0.90 -0.65 -0.42
C -2.05 -0.81 0.32
C 3.12 2.15 1.90
C 2.53 -2.03 -0.47
H -6.60 -0.94 0.18
H 5.07 1.40 1.45
C 4.10 1.67 1.05
H 1.95 -5.16 1.67
O 4.79 -1.82 0.19
N -4.62 -0.54 -0.30
H 3.31 2.27 2.95
H -3.12 -1.99 1.72
H 2.35 1.75 -1.84
H -5.65 0.62 -3.16
H -0.73 1.65 1.72
O -3.68 0.74 1.66
C 3.91 -1.47 -0.59
C 0.15 -1.56 -0.27
H 3.24 -0.34 -2.09
H -3.68 -0.18 -2.12
C 2.33 -3.05 0.41
N 1.12 -3.44 0.86
H -5.88 1.76 -1.05
*
```

molar mass = 497.57 g/mol
SMILES = C[C@H](NC(=O)c1cn(C)c2ccc(S(=O)(=O)N3CCCC3)cc2c1=O)c1ccc2c(c1)OCCO2
gap between HOMO and LUMO = 7.892 eV

natural (NBO) charges in e:
1. H 0.21
2. H 0.22
3. C -0.42
4. H 0.21
5. C -0.28
6. N -0.62
7. S 2.31
8. C -0.40
9. O -0.61
10. C -0.04
11. C 0.27
12. H 0.20
13. H 0.20
14. H 0.23
15. C -0.42
16. H 0.22
17. H 0.24
18. C 0.29
19. O -0.49
20. H 0.22
21. H 0.23
22. H 0.22
23. C -0.07
24. C -0.23
25. C -0.60
26. C -0.09
27. H 0.26
28. H 0.24
29. H 0.20
30. C -0.27
31. H 0.17
32. C -0.13
33. C -0.24
34. O -0.50
35. C 0.20
36. H 0.21
37. C 0.53
38. C -0.11
39. O -0.95
40. C -0.07
41. C -0.38
42. C -0.24
43. C -0.31
44. H 0.19
45. H 0.22
46. C -0.21
47. H 0.23
48. O -0.63
49. N -0.67
50. H 0.22
51. H 0.24
52. H 0.23
53. H 0.22
54. H 0.17
55. O -0.94
56. C 0.68
57. C -0.20
58. H 0.42
59. H 0.22
60. C 0.15
61. N -0.37
62. H 0.22

---

Version 2
C25H27N3O6S | ωB97M-V/def2-TZVPD

Structure (ORCA input):
```
! wB97M-V def2-TZVPD RIJCOSX def2/J DEFGRID3
* xyz 0 1
O 0.38 -4.64 1.42
O 2.65 -0.18 -0.74
C -0.43 1.45 0.44
C 0.30 -2.23 4.43
N -1.49 -2.99 1.43
H -0.74 2.19 -5.72
C 2.49 1.40 -5.04
C 2.14 -0.83 2.87
C -2.66 2.11 -1.33
C -3.68 2.51 -2.39
C 0.15 1.93 -5.17
C 1.03 1.34 -1.61
H 3.43 1.25 -5.55
C -2.13 -1.83 -0.59
C 1.19 1.45 -3.01
H -4.65 2.66 -1.93
H -4.10 -2.46 0.97
H -2.72 -2.68 -0.95
C -2.36 -2.12 2.20
H -1.76 -1.25 -1.44
O -2.94 -0.96 0.16
C 2.20 0.94 -0.78
S -0.41 -3.89 2.34
H 3.05 -0.54 1.08
H -4.10 -0.88 1.81
H 3.30 1.00 -3.11
C 2.42 1.26 -3.68
H -0.37 -3.08 -0.29
C 3.83 1.74 0.75
H -2.76 -2.71 3.03
H 4.53 1.06 0.27
H -0.66 2.43 0.86
O 3.34 1.84 3.12
C 0.97 -1.14 4.95
C -0.96 -2.34 0.26
C 0.59 -2.63 3.14
H -2.99 1.19 -0.83
H -1.29 0.80 0.64
N 2.96 -0.12 2.00
C 1.88 -0.43 4.18
H 0.78 -0.83 5.97
C 1.51 -1.96 2.36
C -1.29 1.88 -1.90
C 3.36 1.18 2.11
N -1.16 1.99 -3.19
O -1.18 -4.58 3.33
H -3.76 1.73 -3.14
H 1.73 -2.32 1.37
H 1.43 1.84 -6.86
C 0.04 1.79 -3.77
H -3.37 3.43 -2.88
C 1.35 1.74 -5.79
H -1.80 -1.26 2.61
H 4.28 2.72 0.91
C -3.48 -1.62 1.29
H 2.37 0.44 4.58
H -2.60 2.89 -0.56
H -0.32 -1.49 0.53
C -0.20 1.56 -1.03
H 0.44 1.06 0.96
H -0.43 -2.79 4.99
O 2.70 1.97 -0.09
*
```

molar mass = 497.57 g/mol
SMILES = CCc1nc2ccccc2c(C(=O)OCC(=O)Nc2cccc(S(=O)(=O)N3CCOCC3)c2)c1C
gap between HOMO and LUMO = 9.021 eV

natural (NBO) charges in e:
1. O -0.93
2. O -0.62
3. C -0.67
4. C -0.23
5. N -0.67
6. H 0.23
7. C -0.21
8. C 0.15
9. C -0.45
10. C -0.60
11. C -0.18
12. C -0.14
13. H 0.22
14. C -0.08
15. C -0.01
16. H 0.20
17. H 0.18
18. H 0.18
19. C -0.27
20. H 0.20
21. O -0.54
22. C 0.81
23. S 2.32
24. H 0.44
25. H 0.20
26. H 0.21
27. C -0.20
28. H 0.24
29. C -0.17
30. H 0.24
31. H 0.21
32. H 0.23
33. O -0.58
34. C -0.19
35. C -0.26
36. C -0.25
37. H 0.24
38. H 0.24
39. N -0.62
40. C -0.22
41. H 0.22
42. C -0.27
43. C 0.23
44. C 0.65
45. N -0.42
46. O -0.93
47. H 0.22
48. H 0.24
49. H 0.22
50. C 0.13
51. H 0.21
52. C -0.21
53. H 0.18
54. H 0.23
55. C -0.07
56. H 0.26
57. H 0.21
58. H 0.18
59. C 0.06
60. H 0.21
61. H 0.24
62. O -0.48

---

Stability, lowest: version 1